Entry 1:
{"formula": "C5H26N2O7", "method": "ωB97M-V with the def2-TZVPD basis set", "symbols": ["C", "C", "C", "C", "C", "N", "N", "H", "H", "H", "H", "H", "H", "H", "H", "H", "H", "H", "H", "H", "H", "O", "H", "H", "O", "H", "H", "O", "H", "H", "O", "H", "H", "O", "H", "H", "O", "H", "H", "O"], "coordinates": [[0.417, -1.537, 0.321], [-0.448, -0.643, 1.190], [-1.922, -0.793, 0.906], [-2.720, -1.538, 1.643], [-3.344, -0.230, -0.980], [-2.363, -0.001, -0.195], [1.865, -1.070, 0.357], [0.113, -1.641, -0.714], [0.401, -2.537, 0.744], [-0.303, -0.857, 2.242], [-0.159, 0.407, 1.053], [-2.589, -2.096, 2.556], [-3.706, -1.801, 1.260], [-4.133, -0.927, -0.745], [-3.488, 0.304, -1.908], [-1.719, 0.760, -0.415], [2.397, -1.699, 0.966], [1.953, -0.062, 0.585], [2.215, -1.256, -0.579], [-2.591, -2.542, -2.499], [-1.716, -1.353, -3.083], [-2.558, -1.592, -2.673], [-1.967, 0.205, -4.411], [-0.644, 0.900, -4.169], [-1.373, 0.480, -3.697], [0.106, 3.971, 2.517], [0.788, 4.861, 1.409], [0.701, 3.962, 1.750], [3.506, 0.853, -2.820], [3.953, -0.588, -2.744], [3.232, -0.005, -2.475], [0.086, 2.819, 0.663], [-0.800, 2.747, -0.619], [-0.205, 2.221, -0.069], [2.758, -2.461, 3.236], [3.428, -1.203, 3.720], [2.614, -1.510, 3.306], [3.483, 1.793, 1.605], [2.097, 2.234, 1.447], [2.634, 1.428, 1.323]], "total_energy_ev": -22904.546, "total_charge": 2, "de_lowest_kcal_mol": 0.0, "mol_weight_g_mol": 226.27, "gap_ha": 0.36238}


Entry 2:
{"formula": "C5H27N2O7", "method": "ωB97M-V with the def2-TZVPD basis set", "symbols": ["N", "C", "C", "C", "C", "C", "N", "H", "H", "H", "H", "H", "H", "H", "H", "H", "H", "H", "H", "H", "H", "H", "O", "H", "H", "O", "H", "H", "O", "H", "H", "O", "H", "H", "O", "H", "H", "O", "H", "H", "O"], "coordinates": [[-0.260, -0.184, 0.762], [0.186, 0.730, -0.332], [1.276, -0.027, -1.052], [0.925, -1.324, -1.753], [-0.096, -1.453, -2.583], [0.524, 2.136, 0.105], [-0.618, 2.985, 0.521], [-1.114, 0.113, 1.234], [-0.381, -1.105, 0.329], [0.464, -0.308, 1.535], [-0.639, 0.852, -1.052], [1.728, 0.680, -1.807], [2.176, -0.135, -0.483], [1.651, -2.076, -1.503], [-0.756, -0.597, -2.724], [-0.489, -2.348, -3.055], [0.993, 2.782, -0.663], [1.302, 2.114, 0.884], [-0.199, 3.831, 0.882], [-1.262, 2.550, 1.167], [1.381, -4.195, 0.584], [1.442, -4.320, -0.994], [1.690, -3.792, -0.224], [2.818, -0.474, 2.121], [1.799, 0.168, 3.139], [1.940, -0.025, 2.198], [-3.389, -0.754, 0.346], [-3.485, -1.747, 1.421], [-2.805, -1.313, 0.887], [-2.747, 1.036, -2.486], [-4.078, 0.300, -2.328], [-3.136, 0.229, -2.119], [-1.399, 2.854, -1.670], [-1.487, 3.411, -3.256], [-1.636, 2.748, -2.586], [-1.874, 1.091, 3.735], [-0.988, 2.228, 3.204], [-1.177, 1.286, 3.093], [4.304, -1.725, 0.829], [3.399, -2.591, 1.751], [3.910, -1.776, 1.696]], "total_energy_ev": -22930.000, "total_charge": 1, "de_lowest_kcal_mol": 48.5, "mol_weight_g_mol": 227.28, "gap_ha": 0.36648}


Entry 3:
{"formula": "C5H27NO10", "method": "ωB97M-V with the def2-TZVPD basis set", "symbols": ["O", "C", "C", "C", "C", "N", "C", "O", "H", "H", "H", "H", "H", "H", "H", "H", "H", "H", "H", "H", "H", "O", "H", "H", "O", "H", "H", "O", "H", "H", "O", "H", "H", "O", "H", "H", "O", "H", "H", "O", "H", "H", "O"], "coordinates": [[2.308, -0.603, 1.108], [1.866, 0.162, 2.084], [0.363, 0.202, 2.493], [-0.131, -1.276, 2.350], [-1.621, -1.491, 2.049], [-0.509, 1.119, 1.748], [-0.173, 2.525, 1.860], [1.179, 2.847, 1.531], [2.656, 0.587, 2.711], [0.364, 0.484, 3.552], [0.423, -1.512, 1.448], [0.252, -1.720, 3.266], [-2.262, -0.696, 2.416], [-1.907, -2.491, 2.375], [-1.749, -1.454, 0.963], [-0.475, 0.950, 0.740], [-0.918, 3.163, 1.383], [-0.194, 2.742, 2.939], [1.477, 2.242, 0.844], [-4.552, 1.732, -1.460], [-3.877, 0.562, -2.198], [-3.780, 1.491, -1.979], [-1.685, -1.433, -2.936], [-1.117, -1.421, -4.367], [-1.847, -1.110, -3.827], [0.145, 3.822, -1.989], [1.310, 3.398, -1.014], [0.572, 3.088, -1.546], [2.061, -3.138, 0.419], [1.046, -2.329, -0.455], [1.391, -3.209, -0.264], [1.962, -0.198, -1.743], [0.568, -0.115, -1.250], [1.076, -0.472, -1.996], [-0.391, -3.790, -1.444], [-1.311, -3.763, -0.443], [-1.236, -3.319, -1.305], [-1.383, 0.580, -1.867], [-0.499, 1.770, -1.334], [-0.990, 0.965, -1.081], [3.653, 0.164, -0.552], [3.697, 0.763, -1.886], [4.241, 0.182, -1.340]], "total_energy_ev": -27587.173, "total_charge": -1, "s_squared": 0.7543, "de_lowest_kcal_mol": 26.6, "spin_multiplicity": 2, "mol_weight_g_mol": 261.27, "gap_ha": [0.12580, 0.23952]}


Entry 4:
{"formula": "C5H27NO11", "method": "ωB97M-V with the def2-TZVPD basis set", "symbols": ["O", "C", "C", "C", "C", "N", "C", "O", "H", "H", "H", "H", "H", "H", "H", "H", "H", "O", "H", "H", "O", "H", "H", "O", "H", "H", "O", "H", "H", "O", "H", "H", "O", "H", "H", "O", "H", "H", "O", "H", "H", "O", "H", "H"], "coordinates": [[0.207, -2.286, 2.500], [0.356, -2.134, 1.317], [0.786, -0.853, 0.676], [1.356, 0.241, 1.571], [1.608, 1.515, 0.731], [0.632, 2.579, 1.047], [0.937, 3.606, 1.855], [0.162, 4.170, 2.609], [0.068, -2.842, 0.529], [1.548, -0.931, -0.107], [-0.047, -0.548, 0.038], [0.685, 0.494, 2.388], [2.324, 0.021, 2.015], [1.554, 1.419, -0.352], [2.598, 1.898, 0.977], [-0.312, 2.216, 1.040], [1.948, 4.011, 1.730], [-2.065, 0.835, 3.045], [-2.285, 0.942, 3.973], [-1.418, 0.127, 2.960], [-1.580, -1.838, -1.583], [-1.172, -2.673, -1.903], [-2.505, -2.110, -1.662], [-2.518, 1.525, -0.579], [-2.381, 0.687, -0.133], [-2.475, 2.282, 0.031], [0.273, 0.032, -2.189], [-0.459, 0.495, -1.765], [-0.198, -0.320, -2.951], [-1.499, 2.109, -3.013], [-2.120, 1.611, -3.547], [-1.827, 1.895, -2.115], [-2.264, 3.419, 1.517], [-1.683, 4.139, 1.817], [-2.391, 2.924, 2.325], [-0.218, -4.189, -2.230], [0.109, -4.185, -1.317], [0.605, -4.266, -2.728], [2.027, -3.900, -0.032], [2.777, -4.322, -0.470], [1.982, -3.067, -0.526], [2.216, -1.905, -2.436], [1.578, -1.183, -2.303], [3.080, -1.642, -2.749]], "total_energy_ev": -29636.074, "total_charge": 0, "smiles": "O=CCCCNC=O.O.O.O.O.O.O.O.O.O", "de_lowest_kcal_mol": 19.7, "mol_weight_g_mol": 277.27, "gap_ha": 0.36655}


Entry 5:
{"formula": "C5H27NO9", "method": "ωB97M-V with the def2-TZVPD basis set", "symbols": ["C", "C", "C", "C", "N", "C", "O", "H", "H", "H", "H", "H", "H", "H", "H", "H", "H", "H", "O", "H", "H", "O", "H", "H", "O", "H", "H", "O", "H", "H", "O", "H", "H", "O", "H", "H", "O", "H", "H", "O", "H", "H"], "coordinates": [[-0.198, 3.887, -0.557], [-0.641, 2.369, -0.308], [-2.099, 2.229, 0.057], [-0.234, 1.599, -1.572], [-1.287, 1.401, -2.575], [0.032, 0.110, -1.097], [1.140, -0.168, -0.746], [-1.144, 4.406, -0.401], [0.779, 4.008, -0.123], [-0.043, 4.026, -1.626], [-0.097, 1.960, 0.564], [-2.686, 2.661, -0.782], [-2.428, 2.902, 0.918], [-2.400, 1.156, 0.184], [0.706, 2.035, -1.989], [-1.532, 2.340, -2.903], [-1.053, 0.855, -3.394], [-0.861, -0.567, -1.045], [2.254, -3.585, 0.289], [2.212, -3.635, 1.246], [1.427, -3.838, -0.135], [0.290, -0.210, -4.436], [-0.089, -0.851, -5.051], [0.217, -0.567, -3.546], [-1.784, -1.632, 1.328], [-1.561, -0.822, 1.799], [-1.938, -2.297, 2.012], [-2.163, -0.701, 4.472], [-2.125, 0.241, 4.249], [-3.112, -0.857, 4.391], [3.381, 3.068, -0.048], [3.038, 2.209, 0.202], [3.214, 3.420, -0.922], [1.574, -2.947, 3.629], [0.664, -2.608, 3.562], [1.948, -2.438, 2.891], [1.554, -0.346, 1.906], [1.481, 0.173, 2.707], [2.432, -0.531, 1.561], [-1.803, -3.287, -1.652], [-1.424, -2.452, -1.356], [-2.737, -3.195, -1.837]], "total_energy_ev": -25538.737, "total_charge": 0, "smiles": "CC(C)[C@H](N)C=O.O.O.O.O.O.O.O.O", "de_lowest_kcal_mol": 91.3, "mol_weight_g_mol": 245.27, "gap_ha": 0.34821}